(1)
Molecular formula: C51H94O51
Method: DFT, ωB97M-V/def2-TZVPD

Each line ends with the Löwdin charge.
Geometry (Å):
C1 -5.01386 9.79161 -3.43287  -0.12
C2 -4.43604 11.22408 -3.40876  -0.12
O1 -5.27438 11.91859 -4.31239  0.06
C3 -5.73525 10.99976 -5.21073  -0.44
O2 -6.42686 11.22340 -6.27970  0.06
O3 -5.44547 9.75210 -4.75849  0.03
H1 -5.83679 9.72036 -2.72166  0.14
H2 -4.24961 9.03388 -3.26009  0.14
H3 -3.42435 11.35874 -3.79145  0.14
H4 -4.64630 11.43313 -2.35986  0.13
C4 -6.06007 1.79635 -15.95503  -0.07
C5 -5.88529 3.08007 -15.12473  -0.14
O4 -6.67819 2.89668 -13.99352  0.04
C6 -7.06717 1.57289 -13.92815  -0.56
O5 -7.83394 1.11241 -13.12113  0.14
O6 -6.67930 0.92431 -14.99245  0.09
H5 -5.08881 1.39857 -16.24919  0.13
H6 -6.68678 2.04516 -16.81144  0.13
H7 -6.16655 3.96802 -15.69089  0.14
H8 -4.84122 3.13521 -14.81654  0.11
C7 -7.66615 -0.20166 -9.87573  -0.08
C8 -6.25630 0.40413 -10.06941  -0.11
O7 -5.70861 0.25994 -8.77040  0.03
C9 -6.60732 -0.31174 -7.90781  -0.53
O8 -6.27576 -0.48973 -6.70606  0.08
O9 -7.75464 -0.53281 -8.47366  0.09
H9 -7.66731 -1.01999 -10.59576  0.13
H10 -8.49904 0.39992 -10.23974  0.12
H11 -6.27890 1.45068 -10.37326  0.12
H12 -5.65192 -0.28315 -10.66142  0.13
C10 -9.36072 5.35852 -13.64056  -0.05
C11 -9.87172 4.01812 -13.13894  -0.15
O10 -10.31713 3.42836 -14.30816  0.06
C12 -9.89850 4.02677 -15.45536  -0.52
O11 -10.12718 3.63454 -16.59961  0.11
O12 -9.43776 5.25710 -15.13654  0.06
H13 -8.35451 5.61552 -13.30952  0.11
H14 -9.97417 6.13797 -13.18863  0.11
H15 -10.55506 3.94004 -12.29332  0.13
H16 -8.98313 3.51754 -12.75434  0.10
C13 -11.42862 8.23707 -11.45693  -0.04
O13 -11.90796 6.91103 -11.50918  0.00
C14 -13.00686 6.57442 -10.95841  -0.56
O14 -13.84985 7.30530 -10.41389  0.09
O15 -12.96741 5.19328 -10.77391  -0.03
C15 -13.99471 4.50588 -10.02320  -0.05
H17 -10.61443 8.41077 -12.16051  0.10
H18 -11.17945 8.48384 -10.42489  0.08
H19 -12.19012 8.95808 -11.75421  0.10
H20 -13.55445 3.51758 -9.89074  0.08
H21 -14.91065 4.35778 -10.59524  0.09
H22 -14.40815 4.78285 -9.05343  0.07
C16 -12.80814 11.37139 -9.14750  0.00
O16 -11.61541 12.19825 -9.10168  0.02
C17 -10.61378 11.94261 -9.87603  -0.54
O17 -10.52030 10.90800 -10.64745  0.03
O18 -9.73498 12.95458 -9.87505  0.01
C18 -8.83167 13.07693 -10.96650  -0.04
H23 -13.39625 11.36504 -10.06521  0.11
H24 -13.51706 11.70709 -8.39064  0.08
H25 -12.58821 10.35166 -8.83145  0.08
H26 -8.22255 13.95802 -10.76462  0.10
H27 -9.43397 13.31352 -11.84364  0.10
H28 -8.26858 12.19057 -11.25872  0.07
C19 -14.02130 14.12309 -4.99114  -0.06
O19 -12.63574 13.83924 -5.19282  -0.04
C20 -12.32339 12.52667 -5.62902  -0.46
O20 -13.14028 11.74937 -6.02569  0.11
O21 -10.92927 12.37009 -5.66601  -0.02
C21 -10.40226 11.13603 -6.01908  -0.05
H29 -14.09660 14.69134 -4.06403  0.09
H30 -14.55852 13.18735 -4.83662  0.08
H31 -14.43475 14.65422 -5.84850  0.10
H32 -10.57813 10.94791 -7.07822  0.09
H33 -10.82330 10.41087 -5.32268  0.07
H34 -9.33508 11.18776 -5.80329  0.10
C22 -9.55723 -0.78291 -5.72800  -0.07
O22 -10.44738 -1.52381 -5.00443  -0.01
C23 -10.05184 -2.01303 -3.83861  -0.53
O23 -8.86275 -2.04656 -3.44798  0.11
O24 -11.13554 -2.54569 -3.24288  0.00
C24 -10.97084 -3.09721 -2.02956  -0.11
H35 -8.67067 -1.37211 -5.96243  0.09
H36 -9.21088 0.09481 -5.18233  0.11
H37 -9.92849 -0.48599 -6.70887  0.09
H38 -11.94892 -3.37439 -1.63633  0.10
H39 -10.64998 -2.41716 -1.24046  0.10
H40 -10.27246 -3.93397 -2.01554  0.11
C25 -13.55609 -2.64936 -8.89696  -0.03
O25 -12.25096 -3.05508 -8.56615  0.00
C26 -11.25631 -2.17590 -8.66537  -0.59
O26 -11.30636 -1.07888 -9.16245  0.13
O27 -10.19873 -2.84717 -8.27677  0.00
C27 -10.19099 -4.00864 -7.50807  -0.05
H41 -13.49273 -1.66138 -9.35301  0.07
H42 -14.32012 -2.62799 -8.11984  0.10
H43 -13.90816 -3.28311 -9.71091  0.10
H44 -9.14321 -4.27921 -7.37749  0.10
H45 -10.50409 -4.85775 -8.11558  0.10
H46 -10.61447 -3.89924 -6.50967  0.10
C28 -8.52822 7.64529 -5.05169  0.00
O28 -9.66925 8.13196 -4.29820  -0.06
C29 -10.23980 7.34997 -3.31912  -0.48
O29 -9.75162 6.26977 -2.84701  0.05
O30 -11.34626 7.92582 -2.74726  -0.02
C30 -12.19713 8.92799 -3.33636  -0.04
H47 -7.79755 7.17181 -4.39593  0.09
H48 -8.13124 8.58432 -5.43736  0.09
H49 -8.91810 6.89853 -5.74339  0.09
H50 -11.52564 9.78330 -3.26124  0.09
H51 -13.16130 9.04222 -2.84094  0.10
H52 -12.42155 8.95401 -4.40270  0.06
C31 -6.13909 5.17974 -10.60847  -0.03
O31 -6.56616 4.25967 -9.57709  -0.03
C32 -6.04168 4.33706 -8.29752  -0.49
O32 -5.34465 5.31062 -7.86203  0.05
O33 -6.43448 3.26026 -7.59654  0.01
C33 -6.22451 3.40099 -6.12160  0.00
H53 -6.49748 6.17199 -10.33443  0.09
H54 -6.64810 4.95383 -11.54547  0.08
H55 -5.09705 5.23603 -10.92325  0.07
H56 -5.92080 2.53390 -5.53507  0.09
H57 -7.16774 3.54267 -5.59400  0.09
H58 -5.46616 4.09289 -5.75515  0.09
C34 -5.76924 12.42427 -12.31270  -0.08
O34 -6.22545 11.39884 -11.47677  -0.02
C35 -5.37981 10.96667 -10.53064  -0.54
O35 -4.19133 11.31756 -10.49427  0.08
O36 -5.93155 10.01382 -9.73587  -0.01
C36 -5.01071 9.41930 -8.74959  -0.01
H59 -4.91989 12.23976 -12.97046  0.10
H60 -5.36846 13.28491 -11.77720  0.10
H61 -6.62518 12.75023 -12.90364  0.10
H62 -4.74172 8.41143 -9.06574  0.09
H63 -5.51785 9.26683 -7.79688  0.07
H64 -4.11965 10.00057 -8.51248  0.10
C37 -11.98267 4.49054 -5.55367  0.02
O37 -13.12954 5.27611 -6.04547  -0.01
C38 -12.93800 6.56699 -6.42046  -0.47
O38 -11.86365 7.24092 -6.24740  0.06
O39 -14.15303 7.09813 -6.69922  0.00
C39 -14.27210 8.48947 -6.83393  -0.05
H65 -11.12567 4.49642 -6.22718  0.07
H66 -12.31093 3.50806 -5.21444  0.09
H67 -11.61491 4.90923 -4.61689  0.09
H68 -13.66936 8.80539 -7.68540  0.08
H69 -14.00427 9.12613 -5.99070  0.07
H70 -15.31876 8.74131 -7.00478  0.10
C40 -1.11295 4.37561 -14.35723  -0.08
O40 -1.51907 5.60889 -13.91823  0.03
C41 -2.76272 5.80664 -13.50700  -0.58
O41 -3.69818 5.02905 -13.34105  0.11
O42 -2.80462 7.06609 -13.13423  0.02
C42 -3.92584 7.61689 -12.51967  -0.04
H71 -1.78003 3.92205 -15.09030  0.10
H72 -0.98598 3.63653 -13.56620  0.10
H73 -0.06679 4.42878 -14.65858  0.10
H74 -3.70935 8.63808 -12.20597  0.10
H75 -4.06419 7.04128 -11.60445  0.08
H76 -4.88494 7.57185 -13.03560  0.11
C43 -13.23981 -0.08630 -4.03981  -0.05
O43 -14.28810 0.81072 -4.37737  0.02
C44 -14.18577 1.33767 -5.59999  -0.51
O44 -13.22182 1.18984 -6.37030  0.08
O45 -15.32693 2.09734 -5.87325  -0.03
C45 -15.43239 2.86306 -7.04334  -0.07
H77 -13.29388 -0.96531 -4.68209  0.10
H78 -13.22132 -0.37966 -2.99019  0.10
H79 -12.23213 0.30413 -4.18209  0.09
H80 -14.53427 3.34023 -7.43549  0.06
H81 -16.14635 3.61503 -6.70733  0.10
H82 -15.86935 2.23415 -7.81900  0.10
C46 -12.57996 0.46395 -11.42785  -0.09
O46 -12.47960 -0.62618 -12.26427  -0.01
C47 -13.57724 -1.41965 -12.30259  -0.50
O47 -14.63537 -1.39188 -11.65441  0.10
O48 -13.24505 -2.42643 -13.18229  -0.02
C48 -12.26403 -2.38812 -14.26774  -0.03
H83 -13.29184 1.15420 -11.88050  0.10
H84 -11.68883 1.06638 -11.25162  0.10
H85 -13.03938 0.19526 -10.47662  0.08
H86 -12.01488 -3.41907 -14.51905  0.09
H87 -11.31930 -1.88373 -14.06480  0.08
H88 -12.55399 -1.92987 -15.21327  0.09
C49 -8.70302 8.40630 -9.02016  -0.07
O49 -8.91071 7.22508 -8.34570  -0.04
C50 -9.37731 6.06038 -8.99200  -0.45
O50 -9.67065 6.00288 -10.17328  0.12
O51 -9.50437 5.06573 -8.03926  -0.03
C51 -10.08185 3.78645 -8.40813  -0.02
H89 -9.33133 9.27745 -8.83462  0.09
H90 -8.59769 8.22058 -10.08904  0.10
H91 -7.66646 8.64709 -8.78421  0.08
H92 -9.66774 3.09996 -7.66966  0.09
H93 -9.87208 3.30291 -9.36222  0.10
H94 -11.14034 3.78315 -8.14794  0.08

Force components x, y, z for each atom (eV/Å):
C 1.4932 1.0781 -0.2061
C -0.3625 -1.2201 1.2863
O -0.9495 -0.3532 -1.2166
C -3.3300 0.6826 -3.6603
O 3.7780 -0.9124 5.4669
O -1.1291 -0.2243 -1.8947
H -0.1401 -0.2300 -0.1701
H -0.2365 -0.0530 -0.0195
H 0.1328 -0.2850 0.6257
H 0.6608 1.4685 -0.2152
C 0.1621 0.9600 0.6056
C 1.5321 -0.1833 -0.9078
O -0.9600 -0.9762 1.0743
C -2.1269 1.1125 0.5819
O 1.2393 0.5921 0.1011
O 0.7779 -0.9077 -1.6859
H -0.3127 -0.1958 -0.1073
H -0.2776 -0.8236 0.0493
H -0.1073 0.0237 0.3049
H -0.0157 0.4652 0.1222
C 0.2411 0.2651 -1.6930
C -0.6359 -0.6009 0.7635
O -0.2140 -0.1158 1.1990
C 3.6700 0.9029 4.1497
O -1.7860 0.2621 -4.1911
O -1.1319 -0.4782 -1.2577
H -0.4664 -0.9099 0.9221
H 0.0517 0.3607 0.7836
H 0.2990 -0.1542 -0.0942
H -0.0958 0.6425 -0.6599
C -0.6099 0.9411 0.0711
C 2.3581 0.1689 0.6487
O -0.6874 -2.1063 -1.7612
C -1.9895 0.3619 -1.2371
O 1.1529 0.6711 3.1507
O 0.6295 -0.0025 1.6377
H 0.1780 -0.4246 -0.5057
H -0.3522 0.3836 -0.9814
H -0.6751 0.6930 -0.6128
H 0.0391 -0.6827 -0.1979
C -0.7896 1.5326 0.3099
O 1.4948 -0.4786 -1.9627
C -2.6263 -0.3971 4.1684
O 1.5072 -1.4142 -1.6362
O -0.6454 1.3522 0.1221
C -0.4289 -1.0836 -0.8078
H 0.1563 -0.6659 0.3402
H 0.3331 -0.0825 -0.2222
H -0.2835 -0.1723 0.0409
H -0.0075 -0.0063 0.0113
H 0.1632 0.1702 -0.5673
H 1.0354 1.2912 0.1376
C -0.4027 -0.7471 0.7782
O -1.5030 0.4403 0.8541
C 1.2073 -3.5350 -4.6366
O -0.2217 3.9014 3.0434
O -0.6030 -0.7187 0.9499
C -0.4746 0.2087 -1.1536
H 0.8747 0.2080 -0.4789
H 0.5745 0.5945 0.1244
H 0.3449 -0.0172 -0.4224
H 0.1417 -0.3632 0.2372
H -0.0841 0.1237 -0.1573
H -0.0641 0.0065 0.8354
C -0.0504 -0.7191 0.2512
O 1.5107 -2.4238 -0.5117
C 1.6156 2.1403 -0.3822
O 0.2162 -0.4250 0.4407
O -3.2696 2.9040 0.9839
C 0.1069 -1.0285 0.3127
H 0.0716 0.2272 -0.2551
H -0.1401 0.0762 -0.1716
H 0.0729 0.0463 0.1003
H -0.0430 -0.4295 0.1442
H 0.0092 -0.5772 -0.6370
H -0.0047 0.1273 -0.2546
C 2.7064 0.9210 -1.4729
O -2.2257 -0.8276 1.0686
C 3.3209 -0.5560 0.3535
O -3.8496 0.1377 -0.5888
O 0.2034 1.6741 -2.6389
C 0.1489 -1.2052 3.5831
H 0.1745 0.0054 0.2000
H -0.1000 0.0660 0.0741
H -0.7132 -0.0789 0.3549
H -0.0839 -0.5096 -0.5001
H 0.5330 0.4956 -0.3091
H -0.1232 -0.1304 -0.1359
C -0.7035 0.8957 -1.8066
O -1.4030 -0.2631 0.9277
C -0.9375 -1.1143 -0.6891
O 0.5989 -0.5109 0.6952
O 2.4433 2.2682 -0.1365
C 0.9080 -1.4586 -0.0818
H -0.2007 0.0733 0.2628
H 0.6420 -0.2528 0.5148
H -0.0344 -0.2385 0.1802
H 0.2451 0.5700 0.2259
H -0.9708 0.0289 0.3812
H -0.4888 -0.0414 -0.3475
C -0.6413 -0.1545 0.9143
O -1.3740 -0.8795 1.8030
C 1.6732 -1.9602 1.0032
O -2.0133 4.3914 -2.1971
O 0.1733 -2.0368 -0.7877
C 1.6962 1.5217 -0.6836
H -0.0677 0.0597 0.1236
H 0.0994 -0.4945 -0.6059
H 0.3568 0.4124 -0.4270
H -0.8102 0.8619 0.3812
H 0.5518 -0.3561 0.6370
H 0.3493 -1.3221 -0.2016
C -0.6651 0.9613 0.0247
O 1.0995 -0.6658 1.0239
C 1.6967 3.4741 0.3245
O -2.6001 -3.7224 -1.9027
O 0.7428 0.9263 1.3864
C -0.2317 -0.3801 1.0177
H 0.2674 0.1533 0.1370
H -0.3851 -0.6431 0.3603
H 0.2627 -0.5351 0.9366
H 0.3237 -1.1855 -1.5450
H -0.3567 0.8680 -0.7604
H -0.3326 0.6601 -1.0889
C 0.5868 1.7247 -0.6501
O -0.1828 -1.1538 1.0645
C 2.9894 -0.3617 -0.0057
O -2.5557 -0.5052 0.1453
O 0.9332 1.0182 -0.1775
C -0.2417 -0.4164 0.3502
H -0.1846 -1.0857 -0.0706
H -0.4361 0.0179 0.5886
H 0.0683 -0.1746 0.0412
H 0.1118 0.1645 -0.4463
H -0.5679 0.3914 -0.2897
H -0.2318 0.2309 -0.6490
C 0.1468 1.0955 0.9024
O 0.7515 0.1995 -0.7944
C 2.5640 2.1578 2.7262
O -3.9384 -2.7326 -1.2942
O 0.9000 -1.5510 0.4813
C 0.1581 1.3989 -0.8159
H -0.4890 -0.1189 -0.1470
H -0.4084 -0.0041 -0.9750
H -0.0547 0.6075 -0.0462
H -0.1378 0.1384 -0.0165
H 0.4823 -0.6289 0.3882
H 0.0093 -0.5168 -0.2978
C 0.9247 -2.4727 0.0052
O -0.3699 1.0383 0.0584
C -1.5828 -0.5929 1.5152
O 1.5980 0.3928 -0.9007
O 0.9537 1.2410 -1.1858
C -1.0046 -0.3860 1.7873
H 0.1706 0.2698 -0.2565
H -0.6981 0.0603 0.5749
H -0.2972 0.5667 -0.7735
H 0.2281 -0.0659 -0.4125
H -0.2775 0.1169 0.2469
H 0.3325 -0.0852 -0.6308
C 1.2862 -0.8626 -0.1859
O -0.2861 0.6273 -0.3018
C 0.7089 0.8090 -2.2608
O -2.5003 0.4963 1.7798
O 2.4768 -2.0585 2.0566
C -0.6282 0.2039 -0.5066
H -0.0905 -0.0755 0.1650
H -0.9845 0.2094 -0.0583
H -0.2107 0.5382 -0.4096
H 0.2360 -0.2510 0.5294
H 0.0444 0.2227 -0.6032
H -0.0328 0.1264 -0.1741
C -1.7596 2.2888 1.2533
O -0.4800 -0.9879 -0.1369
C -0.0504 -1.0759 -0.2963
O 3.4968 0.2281 -2.0341
O -1.0360 0.0781 -0.3187
C 0.6411 0.1706 0.2180
H -0.1193 0.2825 -0.0923
H 0.4629 -0.9022 -0.3437
H 0.3823 -0.0779 0.0845
H -0.3225 -0.0651 0.4191
H -0.1665 0.0172 0.8295
H -1.0704 0.1988 0.3285
C 2.2955 0.6460 -1.9218
O -1.7570 -4.0607 0.8466
C -0.5490 1.1838 0.1466
O 0.7907 -0.3200 1.8999
O 0.4916 1.3535 -1.8526
C 0.0273 -0.5580 1.2224
H -0.4837 -0.5698 0.3222
H -0.6730 0.1179 -0.2501
H -0.1522 0.5778 0.3718
H 0.2753 0.0544 0.0508
H 0.1212 0.9975 -0.3334
H -0.1366 0.2931 -0.6701

Output
* total charge: 0
* 2S+1: 1

---

(2)
Molecular formula: C2H3N3OS2
Method: DFT, ωB97M-V/def2-TZVPD

Each line ends with the Löwdin charge.
Geometry (Å):
C1 -0.15099 0.38655 -0.12136  -0.61
C2 1.20878 1.87896 0.22832  -0.17
H1 -3.31792 -1.18353 -0.53293  -0.12
H2 1.58405 2.80702 0.26306  0.11
H3 0.76150 -1.61509 1.38816  -0.07
N1 -1.21234 -0.34349 -0.46233  -0.38
N2 -0.01197 1.70273 0.17612  0.18
N3 1.07131 -0.10887 -0.50540  -0.37
O1 2.02024 0.85547 -0.11680  -0.02
S1 -2.74574 -0.09822 0.15067  0.66
S2 1.46665 -1.72663 0.14405  0.79

Force components x, y, z for each atom (eV/Å):
C -5.2111 -2.6217 -2.8175
C 1.4141 -1.3979 -1.0674
H 0.6344 1.1080 0.7431
H 2.0796 3.0794 0.6394
H 0.9000 -0.0432 -1.5489
N 3.0037 1.1606 1.5611
N -2.7956 0.2952 1.5316
N 1.7856 -3.2190 0.4177
O -0.0818 0.7999 0.4589
S -0.7935 -0.4870 -0.7832
S -0.9354 1.3257 0.8649

Output
* total charge: 0
* 2S+1: 1
* energy relative to the best compared isomer or geometry (same formula, charge and spin): 315.9 kJ/mol

---

no.,HOMO-LUMO gap (Ha)
1,0.38926
2,0.28770